42
Properties=species:S:1:pos:R:3:forces:R:3 method="wB97M-V/def2-TZVPD" multiplicity=1 homo_ev=-10.2 homo_lumo_gap_ha=0.3727 de_lowest_ev=1.2500 lumo_energy_ev=-0.09
O -2.031 16.822 -2.460 -0.131 0.495 1.585
H -2.615 17.559 -2.676 -0.269 -0.254 -0.055
H -1.750 16.483 -3.290 0.306 -0.409 -1.307
O -5.535 21.064 -5.434 -1.950 0.156 -0.168
H -4.598 20.999 -5.399 1.326 -0.003 -0.046
H -5.779 21.929 -5.796 0.486 -0.348 0.146
O -1.064 23.129 -7.834 0.613 0.170 0.794
H -1.230 22.189 -7.654 -0.132 0.230 0.053
H -1.267 23.246 -8.749 -0.179 0.120 -0.900
O -0.352 18.282 -6.747 0.272 -0.423 -1.254
H 0.092 17.932 -7.562 -0.743 0.717 1.152
H -1.063 18.898 -7.036 0.957 -0.369 0.002
O -2.378 20.246 -2.864 0.772 0.571 0.387
H -3.302 20.122 -2.701 -1.280 -0.149 -0.109
H -2.007 20.185 -1.986 0.538 -0.083 0.311
O -3.444 23.290 -4.157 -1.035 -0.488 -0.171
H -2.591 22.916 -3.972 0.819 0.128 0.286
H -3.445 24.238 -4.051 0.421 0.276 0.141
O -3.628 23.173 -6.916 -2.088 -0.811 -0.043
H -2.831 23.571 -7.173 2.014 0.838 -1.071
H -3.479 23.077 -5.982 -0.336 -0.084 1.032
O -3.476 18.548 -8.187 -0.252 0.088 2.342
H -4.273 18.950 -7.796 0.355 -0.211 0.280
H -3.605 18.696 -9.086 -0.383 0.063 -2.739
O -4.353 18.311 -2.991 -0.425 -0.195 -0.292
H -4.625 17.689 -3.675 0.418 0.116 -0.556
H -5.015 18.097 -2.339 -0.264 0.177 0.824
O -1.587 20.486 -7.993 1.069 0.175 -1.675
H -2.305 19.860 -8.129 -0.885 -0.353 0.298
H -1.178 20.513 -8.896 -0.242 0.079 1.229
O -0.510 21.473 -4.991 -0.878 0.461 0.380
H 0.377 21.206 -5.212 0.449 -0.307 -0.045
H -0.695 21.101 -4.115 0.277 -0.210 -0.328
O -2.358 16.935 -5.407 -0.606 -0.787 0.802
H -2.680 17.787 -5.696 -0.113 0.650 -0.255
H -1.731 16.665 -6.070 0.422 0.063 -0.365
O -2.914 19.768 -5.378 -0.302 -0.214 -0.159
H -2.449 20.526 -5.749 0.404 0.085 -0.039
H -2.607 19.721 -4.452 0.063 0.063 -0.484
O -0.131 18.475 -3.871 0.613 0.556 -0.252
H -0.713 18.360 -3.120 -0.247 -0.378 0.058
H -0.667 18.408 -4.674 0.145 -0.200 0.209

42
Properties=species:S:1:pos:R:3:forces:R:3 method="wB97M-V/def2-TZVPD" multiplicity=1 homo_ev=-10.0 homo_lumo_gap_ha=0.3490 de_lowest_ev=7.2237 lumo_energy_ev=-0.55
H -0.900 -0.606 -0.161 1.806 1.703 -0.802
H -0.109 0.847 -0.411 -0.715 -0.317 0.754
H 2.269 3.278 1.145 0.242 2.505 -0.255
H 1.136 2.244 0.751 2.088 0.667 1.039
H 1.993 2.160 3.287 -0.439 0.004 -0.074
H 3.297 1.509 2.909 -2.465 -0.880 1.676
H -4.320 1.343 0.146 0.331 0.271 -0.239
H -5.328 0.234 0.301 -0.073 0.255 0.206
H -0.790 1.654 -3.184 0.882 -0.186 0.471
H 0.208 1.308 -2.057 -0.046 -0.344 2.095
H 4.039 -1.858 0.574 0.831 0.172 0.829
H 3.338 -0.851 1.241 -3.302 2.360 0.503
H 2.549 0.434 0.184 -2.115 0.027 0.907
H 1.117 -0.225 0.680 0.611 -0.659 -0.500
H 0.824 -2.645 1.880 2.552 -3.021 -1.890
H 0.823 -1.639 2.951 -0.902 -0.344 -0.800
H -2.663 -3.845 -1.070 0.418 0.987 0.050
H -2.830 -5.246 -1.547 2.182 1.646 -0.289
H -0.748 -3.105 -3.487 -1.366 0.858 1.414
H -1.705 -1.923 -3.541 -0.008 0.206 0.037
H -3.969 -2.317 -0.417 0.806 0.936 -0.110
H -2.747 -1.217 -0.769 -1.459 -2.692 0.096
H -2.537 4.118 0.351 1.958 0.474 -1.124
H -1.217 3.527 0.575 1.213 -0.994 0.981
H 0.981 6.032 -0.793 0.370 0.200 0.227
H 1.303 4.539 -0.993 1.446 -1.003 0.287
H 3.348 -3.896 0.897 0.808 -0.014 0.247
H 2.271 -3.315 -0.020 -0.023 -0.145 -0.118
O -0.110 -0.101 -0.565 -2.782 -2.286 -0.232
O 2.003 2.393 1.231 -1.256 2.492 -0.238
O 2.446 1.339 3.480 3.029 0.308 -0.725
O -5.049 1.072 0.698 -0.263 -0.495 -0.005
O 0.123 1.375 -2.968 -0.743 0.647 -3.203
O 4.111 -1.303 1.383 2.558 -2.449 -1.115
O 1.705 0.536 0.727 2.007 -3.740 -0.960
O 0.252 -2.064 2.261 -1.536 3.425 2.583
O -2.154 -4.465 -1.586 -2.338 -4.075 0.310
O -1.408 -2.594 -2.916 1.714 -0.284 -1.977
O -3.055 -2.197 -0.752 -0.020 2.424 0.410
O -1.582 4.159 -0.011 -3.504 0.395 0.355
O 0.669 5.202 -1.141 -1.493 0.877 -0.674
O 2.415 -3.891 0.737 -1.002 0.090 -0.147

42
Properties=species:S:1:pos:R:3:forces:R:3 method="wB97M-V/def2-TZVPD" multiplicity=1 homo_ev=-9.3 homo_lumo_gap_ha=0.3273 de_lowest_ev=4.3570 lumo_energy_ev=-0.39
O 0.090 0.108 3.182 -2.024 -0.333 0.177
H -0.832 0.048 2.752 1.920 0.273 0.839
H -0.005 -0.226 4.105 -0.029 0.346 -1.124
O -0.970 3.199 -2.642 1.144 0.036 -1.148
H -0.449 2.686 -2.025 0.800 -0.121 0.406
H -1.802 3.117 -2.241 -2.159 0.158 0.616
O -1.799 -2.724 0.810 -0.133 0.276 -0.955
H -2.270 -2.537 -0.062 1.543 0.050 1.792
H -0.896 -2.294 0.843 -1.476 -0.527 -0.502
O 2.501 -0.195 2.014 -1.351 -2.134 1.144
H 1.628 -0.059 2.305 -2.399 0.459 1.094
H 3.041 -0.087 2.754 1.612 0.269 1.666
O 0.897 -2.409 0.834 -1.490 0.937 -1.003
H 1.200 -3.268 1.071 1.009 -0.486 0.653
H 1.412 -1.637 1.087 0.739 -0.683 0.233
O 3.528 0.475 0.178 -0.495 0.708 -2.587
H 2.903 0.159 -0.504 1.235 -0.073 -0.843
H 2.895 0.217 0.888 1.614 0.981 -0.451
O -2.450 1.246 1.676 1.881 1.935 -1.725
H -2.829 0.464 1.980 -1.202 -2.202 0.498
H -1.990 1.015 0.813 -0.609 -0.091 1.243
O -0.474 0.184 -0.136 -0.256 -0.764 -0.037
H 0.114 0.963 0.026 -0.600 -0.626 -0.724
H -0.564 -0.026 -1.097 0.202 0.622 1.091
O -1.176 -0.550 -3.062 -0.112 2.895 -3.020
H -2.090 -0.379 -3.406 0.710 -0.778 0.791
H -0.744 0.117 -3.739 -0.471 -1.869 2.130
O 2.373 -1.277 -1.711 -2.039 0.166 -0.256
H 2.600 -1.379 -2.645 0.065 -0.038 0.274
H 1.379 -1.561 -1.694 2.846 0.186 -0.169
O -3.178 -0.980 -0.726 -3.786 -0.848 1.111
H -4.154 -1.269 -0.323 3.816 1.399 -1.939
H -3.316 -0.489 -1.557 -0.406 -0.367 0.686
O 0.979 3.269 2.330 2.446 -2.265 -2.079
H 0.404 3.755 2.804 -2.788 4.013 2.419
H 0.554 2.459 2.585 0.269 -1.793 -0.368
O 0.655 2.304 -0.599 3.760 1.276 -1.647
H 0.975 3.235 -0.331 -0.466 -2.228 -0.364
H 1.461 1.863 -1.139 -2.265 1.693 2.011
O 0.275 -2.795 -2.035 0.408 -1.025 3.515
H -0.144 -2.027 -2.382 -1.247 0.803 -0.408
H 0.269 -2.716 -0.978 -0.214 -0.229 -3.038

42
Properties=species:S:1:pos:R:3:forces:R:3 method="wB97M-V/def2-TZVPD" multiplicity=1 homo_ev=-7.7 homo_lumo_gap_ha=0.2361 de_lowest_ev=40.8213 lumo_energy_ev=-1.26
O 2.625 0.558 -0.931 8.679 9.473 -2.327
H 2.177 -0.172 -0.504 4.764 3.867 3.173
H 3.482 0.595 -0.508 0.532 0.230 -0.230
O -1.268 0.857 -1.861 -3.755 3.230 -3.332
H -1.919 1.553 -1.767 -0.283 -0.156 0.014
H -0.866 0.786 -0.996 -1.583 0.011 -0.609
O 0.745 -0.628 1.901 -0.757 -14.151 6.365
H 0.752 -1.560 1.686 0.423 -0.687 -0.314
H 1.069 -0.587 2.801 -0.027 -0.356 1.330
O 0.556 -0.308 -2.070 0.623 -2.153 -9.119
H -0.145 -0.659 -2.619 -0.460 -0.184 -0.253
H 0.264 0.575 -1.843 0.983 2.384 -1.314
O 0.220 -2.308 -1.154 7.327 -12.230 0.430
H 0.556 -3.113 -0.760 -0.178 -1.683 0.270
H 0.404 -2.404 -2.088 0.414 0.121 -0.922
O -1.920 -0.944 1.023 -2.948 -10.877 4.775
H -2.669 -0.703 1.568 -1.137 -0.362 0.704
H -1.599 -1.762 1.404 -0.275 -1.284 0.605
O 0.626 1.578 -1.117 5.813 4.397 -4.009
H 1.523 1.746 -0.827 0.555 -0.226 -0.629
H 0.126 1.485 -0.307 4.101 -0.195 -4.302
O -2.296 0.874 0.307 -9.152 0.690 -0.261
H -1.529 1.444 0.262 -3.637 -2.011 -0.710
H -2.002 0.116 0.812 -0.016 5.801 -1.840
O 1.701 -1.018 -0.581 3.114 -14.280 7.508
H 1.118 -1.777 -0.611 1.783 0.462 0.256
H 1.281 -0.370 -1.147 -1.059 -0.301 -4.907
O -0.236 -0.165 0.016 -0.868 -1.838 2.268
H -0.650 -0.831 0.565 0.482 1.048 -1.512
H 0.596 -0.557 -0.250 -1.029 0.810 1.800
O 1.108 1.100 1.227 5.911 8.491 0.271
H 1.194 0.212 1.572 3.305 2.754 -2.864
H 1.762 1.608 1.708 0.284 1.004 -0.302
O -0.626 1.975 0.268 -2.707 13.714 6.671
H -0.074 1.448 0.846 1.005 -0.127 2.585
H -1.145 2.518 0.861 -0.009 1.142 0.593
O -1.432 -1.387 -1.618 -7.095 -0.528 -2.540
H -0.662 -1.847 -1.284 -7.445 2.721 0.012
H -1.317 -0.483 -1.324 -2.000 -0.808 -0.688
O -0.864 0.779 2.591 -1.852 1.253 2.559
H -0.342 1.574 2.695 -0.198 0.063 0.362
H -0.321 0.204 2.052 -1.628 0.767 0.432

43
Properties=species:S:1:pos:R:3:forces:R:3 method="wB97M-V/def2-TZVPD" multiplicity=1 homo_ev=-13.8 homo_lumo_gap_ha=0.4064 de_lowest_ev=2.8167 charge=+1 lumo_energy_ev=-2.75
O -0.008 -0.451 3.083 0.644 0.756 0.338
H 0.503 -0.387 3.904 -0.358 -0.629 0.179
O 0.419 4.497 0.057 0.150 0.128 -0.343
H 0.402 5.452 -0.076 -0.128 0.039 0.263
H 0.918 4.190 -0.707 0.037 -0.121 0.070
O 0.457 0.777 -0.135 -1.260 -0.561 -0.423
H -0.103 0.027 0.299 0.881 -0.057 0.614
H 0.544 0.202 -0.927 0.451 0.727 -0.540
O -3.155 0.476 1.947 0.506 0.331 -0.273
H -3.792 -0.226 1.806 -0.157 -0.126 -0.073
H -2.299 0.035 2.006 -0.066 -0.143 0.304
O -2.358 -0.699 -3.908 -0.205 -0.420 -0.111
H -2.706 -0.323 -4.715 -0.048 0.150 -0.232
H -1.783 -0.046 -3.501 -0.172 0.281 -0.649
O -1.532 2.165 -0.259 0.176 -0.066 -0.118
H -1.924 2.226 -1.141 -0.138 -0.031 0.066
H -2.056 1.493 0.218 -0.601 0.128 0.100
O 2.315 -2.505 1.835 0.029 0.058 0.370
H 2.698 -3.381 1.752 0.107 -0.028 -0.106
H 2.365 -2.095 0.968 -0.039 -0.116 -0.080
O -0.040 -0.487 -2.764 1.236 -0.505 -0.308
H 0.909 -0.451 -2.977 0.042 0.428 0.307
H -0.232 -1.316 -3.234 -0.576 0.020 0.213
O 2.859 -2.242 -2.638 -0.203 0.176 -0.084
H 3.564 -2.124 -3.282 0.040 -0.018 0.026
H 3.232 -2.813 -1.961 0.028 -0.044 -0.004
O -0.633 -3.499 2.732 -0.186 -0.278 -0.424
H 0.240 -3.341 3.103 -0.053 0.220 0.088
H -1.261 -2.907 3.150 0.170 0.051 0.372
O -0.053 -1.541 0.626 0.005 0.908 -0.569
H -0.384 1.573 -0.268 0.339 -0.421 -0.084
H -0.781 -2.079 0.306 -0.103 -0.252 0.512
O -2.467 -0.442 -1.250 0.186 1.255 1.943
H -1.670 -0.390 -1.780 -0.433 -0.973 -0.263
H -3.128 -1.091 -1.473 0.329 -0.277 -0.913
O 3.884 1.474 -1.111 -0.276 -0.559 -0.247
H 4.608 2.009 -1.442 -0.061 0.259 0.199
H 3.344 1.993 -0.513 0.270 0.277 0.085
O 0.170 2.401 1.985 0.045 -0.609 0.294
H 0.135 3.249 1.523 -0.029 0.202 0.085
H -0.304 2.478 2.818 -0.086 0.388 -0.067
H 0.430 0.283 2.625 -0.256 0.210 -0.493
H 0.012 -1.520 1.600 -0.237 -0.758 -0.024